# 1
Formula: C23H36N5O6
Source: the OMol25 dataset
Level of theory: ωB97M-V with the def2-TZVPD basis set

Spin multiplicity   1
Charge   +1
Molecular weight   478.57 u
E   -1623.1261 Ha
Orbital gap   7.228 eV

Element x y z (Å)
O (4.601, 2.621, 5.608)
O (-4.658, -2.881, -4.807)
O (-1.651, -4.498, -3.883)
O (0.125, 1.989, 7.274)
O (-4.795, -4.093, -2.900)
O (-1.503, -5.916, -6.044)
C (3.980, 1.728, 6.170)
C (-4.468, -2.993, -3.610)
C (-1.328, -3.480, -4.493)
C (0.528, 2.917, 6.593)
C (-0.262, 2.251, 0.957)
C (0.136, -3.817, -8.534)
C (0.249, -2.609, -7.846)
C (-0.462, -4.909, -7.907)
C (-0.232, -2.496, -6.539)
C (-0.939, -4.807, -6.602)
C (-0.832, -3.595, -5.886)
N (-0.271, 0.969, 1.198)
N (-0.117, 4.085, 6.617)
N (0.781, 3.016, 1.234)
N (2.645, 1.675, 6.191)
N (-1.335, 2.765, 0.427)
C (4.728, 0.631, 6.892)
C (0.235, 5.319, 5.911)
C (-3.820, -1.831, -2.868)
C (2.091, 2.579, 1.764)
C (-0.247, -1.288, -1.751)
C (-0.044, -1.682, -3.213)
C (-1.747, -1.091, -1.592)
C (2.337, 3.016, 3.214)
C (-1.416, -2.128, -3.751)
C (-2.351, -2.135, -2.519)
C (1.332, 2.434, 4.222)
C (1.749, 2.732, 5.679)
H (-5.130, -4.728, -3.552)
H (-1.704, -5.694, -5.106)
H (0.507, -3.908, -9.552)
H (0.709, -1.754, -8.332)
H (-0.562, -5.856, -8.428)
H (-0.119, -1.536, -6.048)
H (0.540, 0.550, 1.616)
H (-1.078, 0.409, 0.995)
H (-0.904, 4.112, 7.249)
H (0.700, 3.995, 1.012)
H (2.215, 0.932, 6.726)
H (-2.130, 2.185, 0.228)
H (-1.374, 3.747, 0.211)
H (5.795, 0.846, 6.846)
H (4.530, -0.327, 6.415)
H (4.414, 0.600, 7.934)
H (1.159, 5.732, 6.323)
H (0.368, 5.132, 4.845)
H (-0.561, 6.056, 6.039)
H (-4.389, -1.663, -1.950)
H (-3.891, -0.926, -3.477)
H (2.202, 1.496, 1.701)
H (2.877, 3.013, 1.142)
H (0.313, -0.384, -1.493)
H (0.090, -2.103, -1.102)
H (0.325, -0.826, -3.788)
H (0.699, -2.484, -3.285)
H (-2.072, -1.234, -0.558)
H (-2.030, -0.084, -1.917)
H (3.339, 2.684, 3.473)
H (2.316, 4.105, 3.271)
H (-1.783, -1.378, -4.458)
H (-2.302, -3.099, -1.996)
H (1.243, 1.355, 4.082)
H (0.356, 2.879, 4.024)
H (2.294, 3.677, 5.706)

---

# 2
Formula: C23H37AsClN3Tc
Source: the OMol25 dataset
Level of theory: ωB97M-V with the def2-TZVPD basis set

Relative energy (zero: lowest compared OMol25 entry of this formula, charge and spin)   13.8 kcal per mole
Spin multiplicity   4
Charge   +2
Molecular weight   563.95 u
E   -3839.0683 Ha
Orbital gap (alpha / beta)   6.930 / 6.806 eV

Element x y z (Å)
Tc (0.015, 0.330, 0.543)
C (3.398, 2.193, 1.687)
C (3.501, 1.588, 0.287)
As (2.484, -0.041, 0.134)
C (3.272, -1.296, 1.377)
C (4.795, -1.358, 1.324)
C (2.708, -0.702, -1.678)
C (4.123, -0.540, -2.229)
H (3.970, 3.119, 1.733)
H (3.804, 1.523, 2.446)
H (2.371, 2.428, 1.964)
H (4.524, 1.319, 0.043)
H (3.141, 2.261, -0.492)
H (2.810, -2.255, 1.150)
H (2.915, -0.998, 2.360)
H (5.162, -1.773, 0.389)
H (5.143, -2.008, 2.126)
H (5.259, -0.385, 1.476)
H (1.989, -0.158, -2.290)
H (2.390, -1.743, -1.660)
H (4.441, 0.501, -2.245)
H (4.144, -0.905, -3.255)
H (4.855, -1.111, -1.665)
Cl (-0.076, -1.168, 2.134)
C (-3.516, -1.262, -3.049)
C (-3.646, -0.671, -1.653)
C (-4.453, 0.628, -1.692)
C (-4.285, -1.674, -0.700)
N (-2.230, -0.444, -1.222)
N (-2.127, 0.135, 0.092)
H (-4.506, -1.474, -3.456)
H (-2.943, -2.191, -3.025)
H (-3.021, -0.563, -3.732)
H (-5.454, 0.445, -2.083)
H (-3.974, 1.365, -2.344)
H (-4.590, 1.066, -0.698)
H (-5.257, -1.977, -1.091)
H (-4.475, -1.254, 0.293)
H (-3.667, -2.570, -0.604)
H (-1.795, 0.220, -1.857)
H (-2.538, -0.524, 0.747)
H (-2.636, 1.015, 0.188)
N (0.078, 2.029, -0.041)
C (0.087, 3.333, -0.047)
C (0.157, 4.041, 1.239)
C (-0.448, 3.506, 2.383)
C (-0.314, 4.144, 3.601)
C (0.446, 5.308, 3.689)
C (1.061, 5.836, 2.562)
C (0.914, 5.213, 1.335)
C (0.007, 4.002, -1.343)
C (0.541, 3.385, -2.483)
C (0.449, 4.006, -3.711)
C (-0.200, 5.235, -3.815)
C (-0.755, 5.840, -2.695)
C (-0.651, 5.233, -1.455)
H (-1.060, 2.613, 2.312)
H (-0.803, 3.745, 4.481)
H (0.557, 5.805, 4.645)
H (1.659, 6.735, 2.640)
H (1.415, 5.610, 0.461)
H (1.053, 2.436, -2.391)
H (0.881, 3.546, -4.590)
H (-0.276, 5.720, -4.781)
H (-1.272, 6.786, -2.789)
H (-1.104, 5.691, -0.586)

---

# 3
Formula: C23H37CaF5N5O3SSeSi2Te
Source: the OMol25 dataset
Level of theory: ωB97M-V with the def2-TZVPD basis set

Relative energy (zero: lowest compared OMol25 entry of this formula, charge and spin)   20.2 kcal per mole
Spin multiplicity   1
Charge   +1
Molecular weight   861.45 u
E   -6221.5075 Ha
Orbital gap   7.169 eV

Element x y z (Å)
Ca (2.066, 0.617, -0.232)
N (5.513, -0.608, -0.977)
N (5.084, -1.937, -0.936)
C (3.792, -2.220, -1.157)
N (3.374, -3.476, -0.986)
N (2.984, -1.205, -1.511)
N (1.744, -1.614, -1.801)
O (1.077, -0.628, -2.197)
O (0.889, -1.596, 0.108)
H (6.394, -0.550, -1.468)
H (5.578, -0.205, -0.045)
H (5.633, -2.622, -0.435)
H (4.034, -4.235, -1.010)
H (2.420, -3.673, -1.245)
F (4.913, 6.760, -1.540)
C (4.722, 5.634, -0.861)
C (5.643, 5.219, 0.090)
F (6.723, 5.959, 0.312)
C (5.439, 4.050, 0.798)
F (6.364, 3.717, 1.697)
C (4.322, 3.231, 0.608)
Se (4.081, 1.667, 1.667)
C (3.448, 3.696, -0.357)
F (2.297, 2.976, -0.652)
C (3.606, 4.857, -1.089)
F (2.695, 5.215, -1.995)
C (0.170, -4.386, 1.746)
Si (-0.318, -2.839, 2.655)
C (-1.296, -3.270, 4.182)
C (1.157, -1.811, 3.133)
C (-1.577, -1.885, 1.595)
Te (-0.885, -1.209, -0.286)
C (-1.417, -2.933, -1.367)
Si (-3.007, -2.658, -2.369)
C (-3.567, -4.306, -3.009)
C (-4.287, -1.917, -1.221)
C (-2.609, -1.470, -3.741)
H (0.875, -4.968, 2.346)
H (0.659, -4.125, 0.806)
H (-0.690, -5.027, 1.538)
H (-0.729, -3.953, 4.820)
H (-2.242, -3.758, 3.935)
H (-1.520, -2.379, 4.773)
H (1.471, -2.042, 4.153)
H (0.933, -0.744, 3.077)
H (1.989, -2.010, 2.457)
H (-1.954, -1.016, 2.141)
H (-2.443, -2.525, 1.399)
H (-1.497, -3.755, -0.654)
H (-0.571, -3.132, -2.030)
H (-3.857, -4.970, -2.192)
H (-2.779, -4.795, -3.585)
H (-4.433, -4.191, -3.666)
H (-4.585, -2.624, -0.443)
H (-5.188, -1.647, -1.775)
H (-3.922, -1.003, -0.739)
H (-1.902, -1.908, -4.448)
H (-2.170, -0.547, -3.353)
H (-3.511, -1.201, -4.296)
C (-5.258, 3.566, -1.284)
C (-4.065, 3.211, -0.442)
C (-4.221, 2.874, 0.900)
C (-3.125, 2.560, 1.689)
C (-1.857, 2.597, 1.130)
C (-1.674, 2.926, -0.207)
C (-2.778, 3.228, -0.984)
S (-0.482, 2.105, 2.133)
C (0.487, 3.597, 2.126)
O (0.312, 1.124, 1.280)
H (-6.106, 2.920, -1.060)
H (-5.032, 3.487, -2.346)
H (-5.568, 4.594, -1.085)
H (-5.215, 2.850, 1.330)
H (-3.254, 2.284, 2.729)
H (-0.683, 2.939, -0.645)
H (-2.642, 3.485, -2.027)
H (0.614, 3.939, 1.100)
H (1.449, 3.347, 2.574)
H (-0.037, 4.343, 2.724)

---

# 4
Formula: C23H37Cl5N2O3PPt
Source: the OMol25 dataset
Level of theory: ωB97M-V with the def2-TZVPD basis set

Relative energy (zero: lowest compared OMol25 entry of this formula, charge and spin)   114.0 kcal per mole
Spin multiplicity   1
Charge   +3
Molecular weight   792.88 u
E   -3994.2461 Ha
Orbital gap   5.890 eV

Element x y z (Å)
Pt (0.352, 0.416, 0.317)
C (-2.877, -3.116, 3.102)
N (-2.153, -1.848, 2.949)
C (-2.245, -0.921, 4.086)
C (-1.438, -1.559, 1.890)
O (-0.844, -0.447, 1.787)
C (-1.350, -2.550, 0.740)
O (-0.329, -2.178, -0.164)
C (0.871, -2.928, -0.075)
C (1.944, -2.198, 0.724)
O (1.892, -0.943, 0.847)
N (2.941, -2.882, 1.236)
C (3.134, -4.324, 1.028)
C (3.967, -2.219, 2.049)
H (-3.751, -2.930, 3.722)
H (-3.223, -3.498, 2.146)
H (-2.253, -3.859, 3.599)
H (-2.012, -1.469, 4.998)
H (-1.545, -0.104, 3.959)
H (-3.261, -0.535, 4.156)
H (-1.202, -3.566, 1.110)
H (-2.299, -2.528, 0.196)
H (0.677, -3.910, 0.355)
H (1.242, -3.081, -1.092)
H (2.689, -4.661, 0.097)
H (4.204, -4.513, 0.966)
H (2.730, -4.891, 1.867)
H (3.572, -1.304, 2.476)
H (4.256, -2.896, 2.849)
H (4.846, -2.003, 1.440)
Cl (-0.109, 2.879, 2.343)
C (-1.290, 2.746, 1.086)
C (-1.149, 1.748, 0.117)
C (-2.104, 1.731, -0.874)
Cl (-2.011, 0.378, -2.203)
C (-3.130, 2.657, -1.001)
Cl (-4.214, 2.615, -2.331)
C (-3.244, 3.652, -0.029)
Cl (-4.474, 4.821, -0.139)
C (-2.325, 3.681, 1.032)
Cl (-2.451, 4.893, 2.220)
C (-4.010, -1.380, -2.894)
C (-3.666, -0.581, -1.711)
C (-4.114, -0.391, -0.501)
P (1.740, 1.705, -0.638)
C (3.446, 1.136, -0.766)
C (3.515, 0.080, -1.901)
C (4.516, 2.214, -0.915)
C (1.604, 3.307, -1.437)
C (1.587, 2.930, -2.948)
C (0.480, 4.272, -1.076)
H (-4.875, -1.996, -2.637)
H (-3.217, -2.076, -3.189)
H (-4.279, -0.753, -3.746)
H (-1.869, -0.569, -3.194)
H (-0.833, 0.901, -2.583)
H (-3.645, 0.286, 0.204)
H (-5.029, -0.888, -0.194)
H (3.571, 0.594, 0.180)
H (3.418, 0.538, -2.884)
H (2.759, -0.696, -1.795)
H (4.500, -0.386, -1.854)
H (4.442, 2.737, -1.870)
H (5.491, 1.727, -0.892)
H (4.498, 2.940, -0.103)
H (2.570, 3.772, -1.226)
H (0.623, 2.506, -3.235)
H (2.387, 2.252, -3.252)
H (1.718, 3.859, -3.504)
H (-0.494, 3.896, -1.385)
H (0.666, 5.200, -1.618)
H (0.464, 4.507, -0.014)

---

# 5
Formula: C23H37LaN8OSSi
Source: the OMol25 dataset
Level of theory: ωB97M-V with the def2-TZVPD basis set

Relative energy (zero: lowest compared OMol25 entry of this formula, charge and spin)   6.7 kcal per mole
Spin multiplicity   1
Molecular weight   640.66 u
E   -2131.4127 Ha
Orbital gap   7.570 eV

Element x y z (Å)
La (0.080, 0.288, -0.025)
N (0.523, 4.921, -1.556)
C (0.745, 3.665, -1.056)
S (0.191, 2.351, -2.061)
N (1.339, 3.642, 0.107)
N (1.515, 2.358, 0.620)
C (2.368, 2.326, 1.581)
C (2.885, 1.144, 2.278)
C (3.601, 1.385, 3.460)
C (4.231, 0.371, 4.152)
C (4.193, -0.920, 3.622)
C (3.516, -1.186, 2.450)
C (2.810, -0.177, 1.768)
O (2.116, -0.451, 0.693)
H (0.335, 4.997, -2.539)
H (1.033, 5.665, -1.108)
H (2.808, 3.282, 1.867)
H (3.662, 2.407, 3.818)
H (4.766, 0.581, 5.068)
H (4.714, -1.723, 4.130)
H (3.500, -2.182, 2.023)
C (-0.374, -0.481, 3.679)
C (0.013, -1.817, 3.030)
N (-0.354, -1.955, 1.622)
C (-1.709, -2.406, 1.315)
C (-2.755, -1.416, 1.797)
N (-2.492, -0.024, 1.387)
C (-2.678, 0.997, 2.420)
C (-1.353, 1.633, 2.859)
N (-0.242, 0.687, 2.799)
H (-1.399, -0.523, 4.043)
H (0.249, -0.353, 4.570)
H (1.096, -1.928, 3.079)
H (-0.413, -2.628, 3.639)
H (0.319, -2.561, 1.169)
H (-1.782, -2.505, 0.230)
H (-1.933, -3.387, 1.758)
H (-3.733, -1.744, 1.432)
H (-2.826, -1.447, 2.885)
H (-3.059, 0.187, 0.580)
H (-3.326, 1.788, 2.037)
H (-3.200, 0.571, 3.282)
H (-1.098, 2.470, 2.200)
H (-1.489, 2.067, 3.860)
H (0.623, 1.175, 2.998)
C (2.431, -2.191, -2.243)
C (1.006, -2.152, -2.712)
C (0.597, -2.840, -3.836)
C (-0.745, -2.746, -4.210)
C (-1.622, -1.974, -3.495)
C (-1.156, -1.248, -2.366)
N (0.152, -1.399, -2.000)
N (-1.883, -0.425, -1.592)
Si (-3.356, 0.351, -2.028)
C (-3.522, 1.920, -0.987)
C (-3.421, 0.851, -3.825)
C (-4.848, -0.715, -1.633)
H (3.055, -1.551, -2.872)
H (2.835, -3.202, -2.309)
H (2.525, -1.838, -1.218)
H (1.301, -3.440, -4.395)
H (-1.106, -3.291, -5.074)
H (-2.665, -1.918, -3.773)
H (-2.644, 2.135, -0.371)
H (-4.405, 1.910, -0.340)
H (-3.616, 2.788, -1.644)
H (-2.487, 1.333, -4.124)
H (-4.227, 1.583, -3.949)
H (-3.616, 0.031, -4.516)
H (-4.886, -0.985, -0.572)
H (-4.827, -1.648, -2.202)
H (-5.783, -0.200, -1.870)

---

# 6
Formula: C23H37MgN8O4S
Source: the OMol25 dataset
Level of theory: ωB97M-V with the def2-TZVPD basis set

Relative energy (zero: lowest compared OMol25 entry of this formula, charge and spin)   0.0 kcal per mole
Spin multiplicity   1
Charge   -1
Molecular weight   545.97 u
E   -2236.0576 Ha
Orbital gap   6.725 eV

Element x y z (Å)
Mg (-7.260, -10.780, 6.738)
N (-5.182, -9.984, 4.241)
N (-4.366, -11.110, 4.573)
C (-4.623, -12.039, 5.589)
O (-3.694, -12.812, 5.736)
O (-5.739, -11.900, 6.185)
H (-5.161, -9.285, 4.955)
H (-6.101, -10.333, 4.088)
H (-3.631, -11.351, 3.969)
N (-8.251, -13.571, 12.659)
C (-8.472, -13.032, 13.899)
C (-8.230, -13.406, 15.239)
C (-8.509, -12.452, 16.173)
C (-8.906, -11.159, 15.880)
C (-9.144, -10.754, 14.597)
C (-8.958, -11.742, 13.575)
N (-9.070, -11.573, 12.216)
C (-8.531, -12.656, 11.705)
C (-8.279, -12.936, 10.341)
C (-8.175, -14.144, 9.728)
S (-7.982, -13.880, 8.056)
C (-7.959, -12.173, 8.254)
N (-8.060, -11.855, 9.501)
H (-7.610, -14.321, 12.500)
H (-7.628, -14.251, 15.560)
H (-8.302, -12.731, 17.201)
H (-9.080, -10.473, 16.697)
H (-9.510, -9.812, 14.268)
H (-8.327, -15.057, 10.211)
H (-8.510, -9.193, 5.062)
C (-10.457, -10.294, 3.837)
C (-9.729, -10.904, 4.949)
C (-9.335, -12.384, 4.615)
C (-10.570, -10.877, 6.207)
N (-8.403, -10.189, 5.215)
H (-11.430, -10.786, 3.585)
H (-9.829, -10.410, 2.919)
H (-10.614, -9.213, 4.038)
H (-10.202, -13.019, 4.445)
H (-8.694, -12.806, 5.481)
H (-8.803, -12.380, 3.671)
H (-11.577, -11.315, 6.182)
H (-10.632, -9.859, 6.535)
H (-10.076, -11.523, 6.979)
C (-8.020, -7.804, 9.133)
N (-7.197, -8.644, 9.965)
C (-7.860, -8.997, 11.238)
C (-6.326, -9.450, 9.368)
O (-6.263, -9.501, 8.116)
N (-5.367, -10.056, 10.125)
C (-4.953, -9.700, 11.460)
C (-4.929, -11.370, 9.749)
H (-8.403, -6.965, 9.740)
H (-8.839, -8.421, 8.685)
H (-7.449, -7.400, 8.295)
H (-8.906, -9.371, 10.951)
H (-7.999, -8.110, 11.876)
H (-7.314, -9.757, 11.753)
H (-5.422, -8.763, 11.730)
H (-3.856, -9.518, 11.408)
H (-5.167, -10.518, 12.198)
H (-5.103, -11.631, 8.708)
H (-5.483, -12.093, 10.345)
H (-3.823, -11.404, 9.871)
C (-12.419, -10.705, 11.572)
C (-12.831, -12.025, 11.005)
C (-11.857, -13.097, 10.856)
O (-13.976, -12.181, 10.622)
H (-13.264, -10.047, 11.758)
H (-11.919, -10.202, 10.792)
H (-11.744, -10.785, 12.431)
H (-12.368, -13.945, 10.428)
H (-11.370, -13.397, 11.755)
H (-11.048, -12.692, 10.259)